Molecular formula: C30H27BN11OV
Method: DFT, the ωB97M-V functional and the def2-TZVPD basis

Its net charge is +3. As for the expectation value of S²: 0.766. For the energy above the lowest of the compared OMol25 structures with the same formula, charge and spin, the calculation gives 20.0 kcal/mol. Its multiplicity is 2. The LUMO energy (spin up / spin down) comes out at -11.830 / -11.271 eV.

Geometry (Å):
H1 0.944 4.326 1.709
C1 -0.417 -0.812 -3.718
H2 1.038 2.322 -1.669
H3 2.599 2.973 -2.136
H4 3.749 -5.324 1.043
N1 -2.482 2.523 -1.705
H5 0.164 1.524 3.460
C2 2.112 2.256 -1.481
C3 -0.458 3.389 0.274
C4 3.179 -4.410 0.943
H6 -4.506 0.833 -0.560
N2 -0.608 2.123 -0.111
N3 -1.780 -0.293 0.723
H7 -2.627 4.603 -4.094
C5 -3.779 4.240 -2.202
N4 1.720 -2.071 0.676
H8 -1.068 -3.162 5.579
H9 4.428 -0.718 -4.160
O1 -1.280 -3.120 -0.396
H10 1.820 1.755 1.936
H11 -1.078 4.166 -0.142
H12 -4.043 3.063 -0.339
C6 -0.771 0.971 3.517
C7 1.013 2.154 1.339
H13 3.508 1.523 -3.600
H14 -1.392 1.259 2.671
C8 -2.697 -1.013 1.405
C9 -2.790 4.045 -3.187
C10 2.967 -1.312 -1.185
C11 -0.702 -2.213 -0.074
C12 2.717 -2.343 -0.178
C13 3.353 0.682 -2.939
H15 -4.903 -1.050 1.381
H16 -1.705 1.030 -3.907
C14 -3.549 3.259 -1.274
C15 3.877 -0.555 -3.245
H17 -1.464 -0.716 5.449
C16 0.180 -1.261 -2.571
H18 4.075 -2.572 -2.532
C17 0.509 -2.425 2.698
C18 0.053 -3.197 3.745
H19 -1.277 1.275 4.430
C19 -3.785 0.297 0.031
C20 -3.971 -0.665 1.013
C21 -1.117 0.334 -3.330
N5 -0.933 0.533 -2.034
N6 0.170 -1.113 2.550
C22 1.483 -2.919 1.707
H20 -0.356 -1.231 -4.704
C23 3.474 -3.504 -0.055
C24 2.626 0.882 -1.761
V1 0.314 -0.588 0.461
C25 -0.942 -1.231 4.656
H21 4.305 -3.679 -0.720
N7 -2.005 3.041 -2.879
C26 -0.513 -0.500 3.550
C27 -0.704 -2.588 4.738
H22 -4.544 4.994 -2.182
H23 -2.396 -1.751 2.128
H24 0.292 -4.247 3.811
C28 2.170 -4.105 1.853
N8 0.289 1.349 0.528
B1 -1.679 1.479 -1.046
H25 2.320 2.550 -0.457
C29 3.687 -1.585 -2.333
N9 2.411 -0.120 -0.896
C30 0.569 3.451 1.212
H26 0.819 -2.117 -2.434
N10 -2.478 0.500 -0.134
N11 -0.106 -0.432 -1.531
H27 1.970 -4.764 2.683

Atoms 1-3, force components in eV/Å:
0.0 0.1 0.0
0.1 0.0 0.1
0.2 0.0 -0.1

=====

Molecular formula: C12H9F
Method: DFT, the ωB97M-V functional and the def2-TZVPD basis

The LUMO energy comes out at 0.678 eV.

Geometry (Å):
H1 -3.789 -1.226 0.886
C1 -2.238 -0.749 2.817
C2 -2.613 -1.071 1.505
H2 -3.095 -1.004 3.486
C3 -0.398 -0.337 0.673
H3 -0.486 1.150 -3.829
C4 1.496 0.891 -3.062
H4 -0.780 -0.034 4.114
C5 -1.594 -0.831 0.527
H5 0.867 0.487 1.987
H6 1.996 1.073 -4.036
C6 -0.121 0.152 1.989
F1 2.324 -0.128 0.315
H7 3.332 -0.029 -2.095
C7 -0.436 0.692 -1.536
C8 0.276 0.201 -0.476
C9 1.631 0.115 -0.756
C10 -0.963 -0.180 3.045
H8 -1.878 -0.865 -0.662
C11 0.134 0.998 -2.875
C12 2.231 0.256 -2.038
H9 -1.510 0.766 -1.565

Atoms 1-3, force components in eV/Å:
3.7 0.1 2.9
-2.2 -1.1 -1.6
-0.8 1.0 -3.1

=====

Molecular formula: C3H2N2O2
Method: DFT, the ωB97M-V functional and the def2-TZVPD basis

The structure (SMILES) is [H]/N=C(/C#N)OC=O. For the energy above the lowest of the compared OMol25 structures with the same formula, charge and spin, the calculation gives 23.8 kcal/mol. The LUMO energy comes out at -0.343 eV.

Geometry (Å):
N1 2.574 -0.432 -0.383
O1 -0.851 0.299 -0.113
O2 -2.093 -0.777 -1.612
N2 0.407 1.201 1.598
H1 -0.312 -1.529 -0.973
C1 -1.093 -0.753 -0.968
H2 -0.505 1.581 1.854
C2 0.320 0.482 0.571
C3 1.553 -0.072 0.026

Atoms 1-3, force components in eV/Å:
-1.2 0.3 0.4
-0.1 0.1 0.0
0.6 0.0 0.4

=====

Strongest force on any atom (eV Å⁻¹)
2.15; 7.67; 1.30
Electronic energy (hartree)
-2805.037525; -562.413903; -375.473668